Formula: C72H152N8O8
Source: the Open Molecules 2025 dataset
Level of theory: ωB97M-V with the def2-TZVPD basis set

```
240
Properties=species:S:1:pos:R:3:mulliken_charge:R:1
C 17.664 -14.474 -19.459 -1.433
C 17.111 -14.908 -20.835 1.479
C 18.404 -15.499 -21.522 -1.577
C 16.075 -15.999 -20.508 -1.002
C 15.278 -16.418 -21.705 -0.107
C 14.560 -15.223 -22.299 -1.581
C 15.537 -14.048 -22.602 1.851
C 16.409 -14.382 -23.855 -1.792
C 14.675 -12.827 -22.918 -1.967
N 16.303 -13.804 -21.396 0.219
O 17.192 -12.683 -21.579 -0.509
H 18.654 -14.011 -19.427 0.374
H 16.863 -13.870 -18.971 0.441
H 17.787 -15.410 -18.869 -0.033
H 18.222 -16.190 -22.277 0.380
H 18.980 -14.661 -21.905 0.408
H 19.063 -16.074 -20.830 0.346
H 16.666 -16.795 -20.059 0.285
H 15.469 -15.671 -19.644 -0.040
H 15.898 -16.881 -22.498 0.392
H 14.627 -17.259 -21.347 0.072
H 13.944 -14.854 -21.510 0.363
H 13.933 -15.430 -23.155 0.542
H 15.684 -14.382 -24.676 0.468
H 16.841 -15.359 -23.925 0.314
H 17.131 -13.581 -24.099 0.397
H 14.265 -12.622 -21.947 0.504
H 13.965 -13.086 -23.726 0.357
H 15.322 -12.006 -23.254 0.402
H 17.906 -13.065 -22.111 0.408
C 9.804 -17.806 -18.684 -2.711
C 11.199 -18.210 -18.449 2.419
C 11.569 -19.167 -19.639 -1.653
C 12.043 -16.867 -18.599 -2.093
C 13.482 -17.127 -18.137 0.561
C 13.454 -17.747 -16.699 -0.032
C 12.714 -19.062 -16.700 2.520
C 13.517 -20.138 -17.484 -0.682
C 12.703 -19.606 -15.240 -0.591
N 11.367 -18.793 -17.150 0.922
O 10.697 -20.080 -17.202 -0.608
H 9.155 -18.607 -18.966 0.440
H 9.428 -17.331 -17.804 0.587
H 9.795 -17.185 -19.579 0.506
H 11.220 -18.773 -20.571 0.680
H 12.627 -19.465 -19.768 -0.017
H 11.052 -20.092 -19.425 0.320
H 12.030 -16.617 -19.629 0.654
H 11.502 -16.083 -18.028 0.257
H 13.933 -17.888 -18.727 -0.283
H 14.113 -16.228 -18.065 0.091
H 12.872 -17.038 -16.104 0.607
H 14.436 -18.007 -16.220 -1.243
H 14.235 -20.600 -16.765 0.301
H 14.003 -19.720 -18.422 -0.845
H 12.812 -20.871 -17.871 0.618
H 12.019 -19.068 -14.600 0.808
H 13.770 -19.599 -14.772 -0.523
H 12.380 -20.629 -15.282 -1.041
H 10.038 -19.946 -16.480 -0.122
C 14.831 -14.227 -15.261 -2.192
C 14.456 -13.946 -13.772 2.793
C 15.717 -13.893 -12.939 -1.598
C 13.664 -12.697 -13.585 -1.447
C 13.273 -12.441 -12.117 -0.650
C 12.257 -13.540 -11.737 -1.352
C 12.839 -14.961 -11.875 2.459
C 13.765 -15.362 -10.784 -2.165
C 11.680 -15.933 -11.852 -1.702
N 13.387 -14.977 -13.359 -0.445
O 14.000 -16.312 -13.380 1.339
H 14.003 -14.279 -15.960 0.389
H 15.565 -13.506 -15.549 0.645
H 15.241 -15.265 -15.268 -0.307
H 15.968 -12.848 -12.973 0.500
H 15.629 -14.224 -11.896 0.214
H 16.492 -14.516 -13.350 0.026
H 14.139 -11.855 -14.024 0.464
H 12.631 -12.850 -13.989 0.357
H 14.147 -12.370 -11.502 0.367
H 12.723 -11.501 -12.031 0.467
H 11.395 -13.569 -12.417 0.402
H 12.006 -13.411 -10.673 0.367
H 13.111 -15.541 -9.928 0.549
H 14.388 -14.578 -10.409 0.559
H 14.326 -16.282 -11.045 -0.002
H 11.086 -15.818 -12.780 0.523
H 11.088 -15.579 -11.020 0.612
H 12.008 -17.001 -11.720 -0.339
H 13.861 -16.569 -14.332 -0.553
C 16.587 -21.872 -18.288 -0.845
C 17.067 -21.815 -19.832 2.127
C 18.107 -20.652 -19.996 -2.020
C 17.745 -23.135 -20.231 -1.344
C 16.855 -24.307 -20.678 -0.727
C 15.839 -23.755 -21.692 -1.548
C 15.014 -22.617 -21.107 1.890
C 13.995 -22.168 -22.148 -1.882
C 14.129 -23.068 -19.899 -0.876
N 16.033 -21.570 -20.842 -0.341
O 15.332 -20.421 -20.342 0.468
H 16.028 -20.989 -18.025 -0.413
H 16.008 -22.814 -18.036 -0.073
H 17.492 -21.953 -17.713 0.677
H 19.084 -21.035 -19.663 0.453
H 18.184 -20.353 -21.034 0.481
H 17.898 -19.733 -19.421 0.210
H 18.357 -22.969 -21.102 0.432
H 18.379 -23.503 -19.398 0.390
H 17.507 -25.039 -21.037 0.511
H 16.333 -24.751 -19.864 0.222
H 15.169 -24.588 -21.941 0.344
H 16.273 -23.381 -22.592 0.535
H 13.539 -21.279 -21.738 0.195
H 13.211 -22.947 -22.285 0.411
H 14.475 -22.002 -23.162 0.366
H 13.872 -22.128 -19.410 -0.192
H 14.522 -23.839 -19.237 -0.013
H 13.105 -23.404 -20.199 0.499
H 15.719 -19.745 -20.906 0.062
C 6.549 -18.980 -16.823 -1.365
C 6.460 -18.498 -15.362 2.227
C 6.617 -16.989 -15.438 -2.222
C 5.020 -18.773 -14.796 -1.488
C 4.934 -20.211 -14.324 -0.608
C 6.032 -20.617 -13.369 -0.987
C 7.430 -20.418 -13.963 2.135
C 8.449 -20.649 -12.821 -2.151
C 7.708 -21.409 -15.124 -1.267
N 7.522 -18.970 -14.419 -0.390
O 8.796 -18.898 -15.089 0.760
H 6.185 -18.204 -17.547 0.474
H 7.604 -19.292 -17.091 -0.124
H 5.887 -19.796 -17.153 0.340
H 5.809 -16.460 -15.906 0.472
H 6.633 -16.637 -14.428 0.545
H 7.527 -16.599 -15.870 0.275
H 4.632 -18.089 -14.030 0.383
H 4.241 -18.652 -15.519 0.457
H 3.895 -20.478 -13.962 0.424
H 4.864 -20.869 -15.262 0.239
H 5.898 -21.682 -13.112 0.461
H 5.953 -19.990 -12.461 0.313
H 9.473 -20.705 -13.161 -0.156
H 8.204 -21.639 -12.418 0.411
H 8.215 -19.867 -12.041 0.468
H 8.742 -21.412 -15.503 -0.326
H 7.104 -21.225 -16.014 0.359
H 7.421 -22.415 -14.804 0.555
H 9.251 -18.132 -14.664 -0.035
C 14.161 -18.440 -9.564 -1.200
C 13.813 -19.599 -8.673 2.354
C 15.064 -19.885 -7.818 -2.118
C 12.606 -19.373 -7.782 -1.712
C 11.294 -19.203 -8.442 -0.016
C 11.023 -20.486 -9.193 -1.629
C 12.170 -20.829 -10.154 2.160
C 11.982 -22.271 -10.640 -1.926
C 12.130 -19.890 -11.366 0.500
N 13.468 -20.872 -9.377 -0.111
O 14.584 -21.068 -10.298 -0.414
H 14.848 -17.761 -9.185 0.979
H 14.567 -18.788 -10.512 0.106
H 13.305 -17.828 -9.822 -0.501
H 15.248 -19.090 -7.115 0.436
H 15.102 -20.770 -7.214 0.418
H 15.895 -19.996 -8.525 0.406
H 12.640 -20.302 -7.175 0.376
H 12.764 -18.531 -7.138 0.460
H 10.508 -18.785 -7.811 0.432
H 11.431 -18.392 -9.174 -0.114
H 10.151 -20.373 -9.828 0.206
H 10.946 -21.396 -8.588 0.498
H 11.962 -22.964 -9.807 0.426
H 12.767 -22.465 -11.387 0.241
H 10.998 -22.319 -11.018 0.494
H 12.071 -18.825 -11.056 -1.232
H 11.282 -20.187 -11.970 -0.276
H 13.013 -20.044 -11.984 0.470
H 14.676 -22.037 -10.432 0.332
C 13.852 -23.954 -16.312 -1.203
C 13.184 -24.371 -14.945 2.623
C 14.171 -23.850 -13.880 -1.941
C 11.911 -23.584 -14.804 -0.491
C 10.764 -24.090 -15.724 0.065
C 10.462 -25.516 -15.326 -1.176
C 11.734 -26.354 -15.460 1.489
C 11.507 -27.716 -14.675 -1.990
C 11.972 -26.623 -16.965 -1.624
N 12.849 -25.742 -14.787 0.200
O 14.088 -26.497 -14.934 -0.497
H 13.365 -24.410 -17.178 -0.151
H 13.679 -22.887 -16.447 -0.213
H 14.896 -24.272 -16.245 0.870
H 15.130 -24.366 -14.151 0.494
H 14.299 -22.776 -13.964 0.134
H 13.947 -24.165 -12.868 0.342
H 11.465 -23.698 -13.755 0.129
H 12.078 -22.528 -14.859 -0.784
H 9.906 -23.547 -15.427 0.059
H 10.934 -23.961 -16.811 0.185
H 9.735 -26.007 -16.058 0.428
H 10.046 -25.552 -14.261 0.272
H 11.501 -27.424 -13.627 0.484
H 12.390 -28.336 -14.866 0.405
H 10.561 -28.208 -14.945 0.347
H 11.950 -25.746 -17.627 0.269
H 11.106 -27.235 -17.225 0.522
H 12.913 -27.251 -17.082 0.326
H 14.272 -26.476 -15.910 0.371
C 19.402 -15.920 -14.530 -1.468
C 19.541 -17.206 -15.306 1.593
C 19.894 -16.866 -16.806 -2.068
C 20.752 -18.108 -14.795 -1.218
C 20.373 -18.904 -13.499 -0.813
C 19.086 -19.640 -13.803 -1.631
C 17.924 -18.806 -14.265 2.091
C 16.804 -19.721 -14.702 -0.642
C 17.330 -18.054 -12.992 -1.661
N 18.331 -17.994 -15.351 0.372
O 17.213 -17.202 -15.739 0.514
H 20.338 -15.424 -14.717 0.542
H 18.689 -15.189 -15.053 0.102
H 19.057 -15.934 -13.501 0.271
H 19.262 -16.079 -17.099 0.476
H 20.987 -16.667 -16.942 0.338
H 19.782 -17.784 -17.409 0.351
H 20.938 -18.974 -15.453 0.324
H 21.646 -17.510 -14.682 0.535
H 21.180 -19.636 -13.309 0.394
H 20.283 -18.220 -12.692 0.398
H 18.713 -20.139 -12.913 0.409
H 19.253 -20.521 -14.489 0.379
H 16.701 -20.704 -14.123 0.585
H 17.023 -20.041 -15.790 -0.215
H 15.808 -19.242 -14.692 -0.894
H 16.733 -18.688 -12.294 0.308
H 16.647 -17.157 -13.237 0.103
H 18.108 -17.614 -12.345 0.360
H 17.040 -17.510 -16.641 -0.079
```

Summary:
ΔE to the lowest compared entry with this formula, charge and spin = 427.54 kJ/mol
LUMO level = 0.517 eV
frontier orbital gap = 9.0 eV
total charge = 0
structure (SMILES) = CC1(C)CCCC(C)(C)N1O.CC1(C)CCCC(C)(C)N1O.CC1(C)CCCC(C)(C)N1O.CC1(C)CCCC(C)(C)N1O.CC1(C)CCCC(C)(C)N1O.CC1(C)CCCC(C)(C)N1O.CC1(C)CCCC(C)(C)N1O.CC1(C)CCCC(C)(C)N1O

Formula: C4H13N3
Source: the Open Molecules 2025 dataset
Level of theory: ωB97M-V with the def2-TZVPD basis set

```
20
Properties=species:S:1:pos:R:3:nbo_charge:R:1
C -1.665 -0.234 1.133 -0.205
C -0.608 0.813 0.799 -0.527
C 0.758 0.374 1.269 0.015
N 2.898 -0.550 -2.398 -0.713
C 2.015 -0.646 -1.426 0.362
N 1.772 0.195 -0.432 -0.638
N -3.011 -0.009 0.430 -0.674
H -1.298 -1.234 0.989 0.243
H -2.098 -0.207 2.142 0.241
H -0.775 1.840 1.101 0.270
H -0.615 0.860 -0.287 0.268
H 0.966 -0.703 1.476 0.245
H 1.362 1.029 1.880 0.259
H 3.056 -1.316 -3.054 0.452
H 3.345 0.337 -2.628 0.429
H 1.617 -1.686 -1.294 0.212
H 2.285 1.068 -0.571 0.390
H -2.998 -0.120 -0.607 0.453
H -3.648 -0.728 0.792 0.463
H -3.359 0.915 0.683 0.456
```

Summary:
ΔE to the lowest compared entry with this formula, charge and spin = 230.84 kJ/mol
LUMO level = -7.789 eV
frontier orbital gap = 10.1 eV
total charge = +2

Formula: C4H7NO
Source: the Open Molecules 2025 dataset
Level of theory: ωB97M-V with the def2-TZVPD basis set

```
13
Properties=species:S:1:pos:R:3:nbo_charge:R:1
C 1.100 -0.934 -0.725 -0.607
C 0.534 0.130 0.205 -0.332
C -0.934 0.545 0.012 -0.004
O -1.304 0.439 -1.330 -0.701
C 0.495 0.025 1.709 0.279
N -0.117 0.756 2.410 -0.404
H 2.121 -1.171 -0.415 0.222
H 0.506 -1.850 -0.713 0.214
H 1.135 -0.564 -1.756 0.234
H 1.158 1.026 0.125 0.247
H -0.822 1.457 1.255 0.191
H -1.675 0.073 0.634 0.177
H -2.197 0.067 -1.412 0.484
```

Summary:
ΔE to the lowest compared entry with this formula, charge and spin = 472.06 kJ/mol
LUMO level (spin up / spin down) = 0.064 / 0.064 eV
frontier orbital gap (spin up / spin down) = 9.0 / 9.0 eV
total charge = 0

Formula: C3H6ClN
Source: the Open Molecules 2025 dataset
Level of theory: ωB97M-V with the def2-TZVPD basis set

```
11
Properties=species:S:1:pos:R:3:nbo_charge:R:1
C 1.586 0.550 0.080 0.086
C -0.785 -0.864 -0.393 -0.257
C -1.855 0.008 0.224 -0.676
N 2.810 0.681 0.229 -0.469
Cl 4.060 -0.427 -0.176 0.129
H -0.537 -0.611 -1.424 0.170
H 0.921 1.439 0.493 0.188
H -0.048 -1.374 0.109 0.174
H -1.222 0.832 0.329 0.222
H -2.316 -0.354 1.056 0.215
H -2.615 0.121 -0.526 0.218
```

Summary:
ΔE to the lowest compared entry with this formula, charge and spin = 518.43 kJ/mol
LUMO level (spin up / spin down) = 0.388 / -0.990 eV
frontier orbital gap (spin up / spin down) = 9.1 / 7.1 eV
total charge = 0

Formula: C4H4AgLiO5
Source: the Open Molecules 2025 dataset
Level of theory: ωB97M-V with the def2-TZVPD basis set

```
15
Properties=species:S:1:pos:R:3:nbo_charge:R:1
O 0.088 0.486 4.417 -0.661
C -0.083 1.702 4.400 0.810
O -0.111 2.410 3.361 -0.945
Li -0.099 4.226 2.938 0.990
Ag 0.206 0.495 2.297 1.081
C 0.041 -0.007 0.209 -0.396
C 0.375 -1.198 -0.258 0.050
H -0.337 0.749 -0.490 0.194
H 0.406 -2.160 0.255 0.260
O 0.728 -1.415 -3.751 -0.540
C 0.158 -1.266 -2.616 1.077
O -1.087 -0.983 -2.575 -0.628
O 0.903 -1.414 -1.598 -0.397
H 0.097 -1.495 -4.485 0.554
H -1.285 -0.128 -2.105 0.550
```

Summary:
LUMO level (spin up / spin down) = -7.273 / -11.012 eV
frontier orbital gap (spin up / spin down) = 8.7 / 6.5 eV
total charge = +2
2S+1 = 3

Going through the records in order, we get energy values of -3874.03624, -323.80506, -286.45185, -632.62924, -684.75760 Ha.